Run one
{
  "formula": "C8H10O2",
  "method": "ωB97M-V with the def2-TZVPD basis set",
  "elements": ["O", "O", "C", "C", "C", "C", "C", "C", "C", "C", "H", "H", "H", "H", "H", "H", "H", "H", "H", "H"],
  "xyz": [[-0.9922, 1.6926, -1.7129], [1.9628, 1.0523, 1.8344], [-0.5920, -0.7104, 0.4958], [1.3850, -0.2991, -0.7049], [0.1129, -2.0077, 0.1683], [-2.0219, -0.7169, 0.1706], [-0.1715, 1.7206, -0.5569], [0.2762, 0.3386, -0.1900], [1.2202, -1.7537, -0.5517], [-3.2137, -0.7653, -0.0365], [-0.5031, -0.5350, 1.5869], [-1.3439, 2.5738, -1.8660], [2.0483, 0.1569, -1.4426], [-0.7158, 2.1603, 0.2961], [2.5566, 0.4365, 1.2283], [-0.2471, -2.9799, 0.5024], [-4.2743, -0.7431, -0.2159], [0.7198, 2.3396, -0.7493], [1.8503, 0.5338, 2.6367], [1.9433, -2.4940, -0.8927]],
  "gap_ev": 8.9,
  "charge": 0
}



Run two
{
  "formula": "C8H10O2",
  "method": "ωB97M-V with the def2-TZVPD basis set",
  "elements": ["O", "O", "C", "C", "C", "C", "C", "C", "C", "C", "H", "H", "H", "H", "H", "H", "H", "H", "H", "H"],
  "xyz": [[0.2905, -1.5281, 0.4286], [-0.5083, 2.4298, -1.7632], [-0.1525, 0.0865, 2.2655], [0.0479, -0.2547, 0.7229], [-0.2141, 0.4551, -0.3924], [-0.3545, 2.8162, 0.6363], [0.2998, -1.6434, -0.9432], [0.7472, -2.9823, -1.5269], [-0.0902, -0.4411, -1.5386], [-0.4129, 1.9300, -0.6299], [0.4359, 0.8763, 2.6330], [-1.2394, 2.5917, 1.3187], [-0.0843, -0.7786, 2.8535], [-0.3604, -0.3761, -2.6842], [0.7138, -2.7143, -2.6158], [0.1756, -3.9831, -1.3926], [-0.4200, 3.8696, 0.3005], [0.6467, 2.5383, 1.1453], [-1.2019, 0.4097, 2.3169], [1.6809, -3.3016, -1.1344]],
  "gap_ev": 9.4,
  "charge": 0
}



Most favorable structure: run two. The second most favorable one is 219.0 kJ/mol above it.



Run one
{
  "formula": "C5H8FN",
  "method": "ωB97M-V with the def2-TZVPD basis set",
  "elements": ["F", "N", "C", "C", "C", "C", "C", "H", "H", "H", "H", "H", "H", "H", "H"],
  "xyz": [[1.5477, -1.2499, -1.4869], [1.3249, 0.9509, -0.3546], [0.1490, 0.7545, -1.1416], [0.8802, -0.4436, -0.6068], [-1.3766, 0.5511, -0.0019], [0.3020, -1.1036, 0.6166], [-0.6318, 0.0074, 1.2422], [-1.8794, -0.2393, -0.4932], [-0.3542, -2.0169, 0.4067], [0.0176, 0.7980, 1.7447], [2.0631, 1.0518, -1.0292], [-1.6409, 1.6891, 0.0764], [-1.4471, -0.4434, 1.8272], [1.1644, -1.3777, 1.3799], [-0.1190, 1.0716, -2.1796]],
  "gap_ev": 9.8,
  "charge": 0
}



Run two
{
  "formula": "C5H8FN",
  "method": "ωB97M-V with the def2-TZVPD basis set",
  "elements": ["F", "N", "C", "C", "C", "C", "C", "H", "H", "H", "H", "H", "H", "H", "H"],
  "xyz": [[0.9987, -1.9603, 0.3158], [-1.7316, -0.4021, 0.4382], [2.3732, 0.0402, 0.1757], [1.1677, -0.7017, -0.2809], [-0.8127, 1.8461, 0.1622], [-2.6367, -1.0637, -0.1508], [-0.9998, 0.5634, 0.0261], [0.1869, 2.3306, 0.0313], [-2.9873, -1.0935, -1.1986], [2.0503, 1.0018, 0.5264], [3.1992, 0.0145, -0.5569], [-3.2057, -1.8355, 0.4477], [1.1868, -0.9244, -1.3509], [-1.6487, 2.5122, 0.3278], [2.8598, -0.3276, 1.0869]],
  "gap_ev": [8.2, 8.2],
  "charge": 0
}



Most favorable structure: run one. The second most favorable one is 231.8 kJ/mol above it.



Run one
{
  "formula": "C9H14N2OS",
  "method": "ωB97M-V with the def2-TZVPD basis set",
  "elements": ["S", "O", "N", "N", "C", "C", "C", "C", "C", "C", "C", "C", "C", "H", "H", "H", "H", "H", "H", "H", "H", "H", "H", "H", "H", "H", "H"],
  "xyz": [[4.2727, 0.3478, 0.8123], [-2.9774, -0.0439, 0.5064], [1.2905, -0.1038, -0.7843], [2.2991, 0.3254, -1.2249], [0.1431, -0.1315, -0.3335], [3.6320, 0.3138, -0.8538], [-0.9681, -1.1507, -0.1392], [-1.8183, -0.0611, 0.3778], [-0.4221, -1.9178, 1.0540], [-0.6985, 1.0149, 0.3123], [-0.2423, 1.5260, 1.6037], [-1.5140, -2.1217, -1.1716], [-1.1858, 2.2533, -0.5871], [-1.0649, 2.0975, 1.9773], [4.1895, 1.1874, -1.5049], [0.0754, -1.4115, 1.8340], [0.2567, -2.6090, 0.7473], [-2.5299, -1.9982, -1.3193], [-0.9030, -1.9057, -2.0384], [-1.3368, -2.5458, 1.4888], [-1.0165, 1.9949, -1.6500], [0.5844, 2.2563, 1.5110], [-1.3780, -3.1429, -0.9086], [-0.5194, 3.0585, -0.3495], [3.9887, -0.6332, -1.3739], [-2.1288, 2.6237, -0.3326], [-0.0282, 0.7773, 2.3468]],
  "gap_ev": [5.7, 5.7],
  "charge": 0
}



Run two
{
  "formula": "C9H14N2OS",
  "method": "ωB97M-V with the def2-TZVPD basis set",
  "elements": ["S", "O", "N", "N", "C", "C", "C", "C", "C", "C", "C", "C", "C", "H", "H", "H", "H", "H", "H", "H", "H", "H", "H", "H", "H", "H", "H"],
  "xyz": [[1.1723, -1.0466, 1.3227], [2.0478, -0.1452, 2.1127], [-1.6021, -1.4190, -0.7677], [1.6482, 0.9090, -1.6729], [-1.5543, 1.9333, 0.6076], [-0.6083, 1.2135, 1.5853], [-2.1493, 0.9021, -0.2343], [-0.2707, -0.0703, 0.9157], [0.4710, 1.1925, -1.6309], [-1.0136, -2.6450, -0.3600], [2.5064, 0.3460, -0.7033], [2.2174, -1.1057, -0.2850], [-1.2275, -0.3395, -0.1275], [0.3957, 1.7200, 1.8757], [2.6434, 0.9299, 0.1838], [3.4558, 0.2977, -1.2627], [-2.2634, 2.5412, 1.0237], [-1.0308, 2.7281, 0.0355], [-1.5167, -3.5308, -0.9761], [2.9372, -1.7373, 0.0982], [-3.1284, 0.5876, 0.1686], [-2.3872, 1.0873, -1.2310], [-0.2339, 1.5889, -2.2977], [0.0766, -2.6952, -0.5211], [-1.2835, -2.7919, 0.6332], [1.7765, -1.6200, -1.1292], [-1.0784, 1.1695, 2.6365]],
  "gap_ev": [6.2, 8.2],
  "charge": 0
}



Most favorable structure: run one. The second most favorable one is 28.0 kJ/mol above it.



Run one
{
  "formula": "C3H10NO2",
  "method": "ωB97M-V with the def2-TZVPD basis set",
  "elements": ["O", "O", "N", "C", "C", "C", "H", "H", "H", "H", "H", "H", "H", "H", "H", "H"],
  "xyz": [[-2.7567, -0.4437, 0.1160], [-0.2632, -1.4356, -0.1929], [2.0349, -0.4910, 0.1039], [0.9975, 0.5376, -0.0315], [-0.3641, -0.1170, 0.3539], [-1.7918, 0.4609, -0.2593], [-2.7429, -0.5067, 1.1586], [2.8560, -0.4859, -0.6348], [-1.8069, 0.3938, -1.4096], [-1.8273, 1.6135, 0.0630], [-1.1747, -1.6211, -0.5113], [-0.4197, -0.0833, 1.3823], [2.3579, -0.6608, 1.0611], [1.2940, 1.4283, 0.6643], [1.3687, -1.3284, -0.1584], [1.2260, 0.8521, -1.0886]],
  "gap_ev": 10.9,
  "charge": 1
}



Run two
{
  "formula": "C3H10NO2",
  "method": "ωB97M-V with the def2-TZVPD basis set",
  "elements": ["O", "O", "N", "C", "C", "C", "H", "H", "H", "H", "H", "H", "H", "H", "H", "H"],
  "xyz": [[-2.7236, 0.0132, -0.7831], [1.8852, -1.3220, 1.1167], [-0.5498, -0.2022, 1.1977], [1.7415, -0.2061, 0.3156], [-0.0770, 0.8849, -0.9391], [0.1726, -0.1753, -0.0313], [0.5069, 0.9591, -1.8543], [-1.8586, 0.2756, -1.1052], [-0.4813, 1.8442, -0.6116], [-3.4154, 0.3890, -1.3144], [-0.0557, -1.1456, -0.5198], [2.7175, -1.2305, 1.5989], [-1.1235, 0.6210, 1.3035], [2.3027, -0.3530, -0.6055], [1.9584, 0.7284, 0.8305], [-1.0000, -1.0805, 1.4014]],
  "gap_ev": 6.7,
  "charge": 1
}



Most favorable structure: run one. The second most favorable one is 240.1 kJ/mol above it.



Run one
{
  "formula": "C8H14N2",
  "method": "ωB97M-V with the def2-TZVPD basis set",
  "elements": ["N", "N", "C", "C", "C", "C", "C", "C", "C", "C", "H", "H", "H", "H", "H", "H", "H", "H", "H", "H", "H", "H", "H", "H"],
  "xyz": [[0.5658, -1.5864, -0.4954], [-0.6911, -1.7315, -1.1604], [-1.2809, 0.5159, -0.6515], [-1.7210, -0.9080, -0.4333], [2.6716, -0.0440, -1.0664], [-1.9268, 1.6868, 0.0269], [1.1897, -0.8610, 1.9591], [1.2335, -0.3478, -0.8109], [0.2189, 0.5922, -0.2393], [0.7047, -0.5544, 0.5819], [-1.0675, -2.6617, -1.2644], [-1.4772, 2.6611, -0.0870], [-1.1484, 0.7845, -1.7291], [-1.7930, -1.1250, 0.6015], [2.9591, 0.9337, -0.7769], [1.9707, -1.7614, 1.9721], [0.2256, -1.3350, 2.4246], [-1.8218, 1.3646, 1.1049], [-2.9366, 1.6397, -0.2440], [2.9061, -0.0643, -2.2277], [1.6405, 0.1202, 2.4452], [3.2376, -0.7800, -0.6364], [0.6337, 1.4712, 0.0140], [-2.6019, -1.3507, -0.8201]],
  "gap_ev": 9.3,
  "charge": 0
}



Run two
{
  "formula": "C8H14N2",
  "method": "ωB97M-V with the def2-TZVPD basis set",
  "elements": ["N", "N", "C", "C", "C", "C", "C", "C", "C", "C", "H", "H", "H", "H", "H", "H", "H", "H", "H", "H", "H", "H", "H", "H"],
  "xyz": [[-1.7026, -2.3583, 1.2097], [1.9667, 0.3100, -0.2039], [1.1747, -0.4108, -1.0999], [-2.7845, 1.3105, 0.6182], [-2.5264, -0.1355, 0.3703], [1.2368, 1.3977, 0.5921], [3.1045, -0.3238, 0.4562], [-3.4912, 0.5987, -0.4596], [1.6123, -1.3333, -1.9640], [-2.0198, -1.2825, 0.6872], [0.6608, 1.0743, 1.4169], [-3.2617, 0.9595, -1.4422], [-3.3418, 1.5892, 1.5287], [2.0635, 1.9572, 1.0260], [-1.9222, 1.9273, 0.2212], [0.6633, 2.0201, -0.0567], [-4.4854, 0.2925, -0.1867], [0.9814, -2.0293, -2.6337], [3.4822, 0.5544, 1.1266], [2.7643, -1.0913, 1.0745], [0.1110, -0.2228, -0.9602], [-0.8044, -2.8141, 1.0534], [2.7267, -1.5018, -2.0462], [3.7918, -0.4878, -0.3281]],
  "gap_ev": 8.7,
  "charge": 0
}



Most favorable structure: run two. The second most favorable one is 12.7 kJ/mol above it.



Run one
{
  "formula": "C7H9NOS",
  "method": "ωB97M-V with the def2-TZVPD basis set",
  "elements": ["S", "O", "N", "C", "C", "C", "C", "C", "C", "C", "H", "H", "H", "H", "H", "H", "H", "H", "H"],
  "xyz": [[3.2469, 0.1545, -0.2121], [3.8922, -0.2261, 1.0432], [1.6298, -0.5179, 0.1616], [-0.5155, 0.9640, -0.0663], [-1.5968, -1.5433, -0.0172], [-1.8651, 0.7082, 0.5403], [-0.2790, 2.2856, -0.1178], [-2.3217, -0.5445, 0.6624], [-0.4367, -1.4035, -0.6551], [0.3686, -0.1173, -0.5854], [3.7727, -0.9915, -1.1575], [-2.4355, 1.5859, 0.9144], [0.6067, 0.1182, -1.5843], [-1.1127, 3.0208, 0.2230], [1.5354, -0.3710, 1.1769], [-2.2099, -2.4724, -0.0780], [0.1986, -2.2997, -0.9792], [0.5337, 2.7367, -0.5754], [-3.0117, -1.0867, 1.3065]],
  "gap_ev": 8.3,
  "charge": 0
}



Run two
{
  "formula": "C7H9NOS",
  "method": "ωB97M-V with the def2-TZVPD basis set",
  "elements": ["S", "O", "N", "C", "C", "C", "C", "C", "C", "C", "H", "H", "H", "H", "H", "H", "H", "H", "H"],
  "xyz": [[-3.3269, -0.8238, 0.0437], [-0.0770, 1.2606, 0.5930], [0.8165, 0.3770, 1.1862], [-1.2780, 0.7179, 0.3517], [2.6491, -1.0360, 0.8697], [-1.7246, -0.5755, 0.4640], [-2.2651, 1.5417, -0.2343], [1.4713, -0.1679, -1.1297], [-3.4532, 0.8988, -0.3927], [1.5496, -0.2092, 0.3567], [1.4246, -1.1609, -1.5141], [2.5067, -2.1328, 0.8229], [2.3752, 0.2587, -1.6691], [-4.3950, 1.1707, -0.8926], [3.7089, -0.7049, 0.4829], [2.7139, -0.8308, 2.0367], [-1.1846, -1.5736, 0.5487], [-2.1285, 2.6020, -0.5079], [0.6171, 0.3879, -1.4157]],
  "gap_ev": 8.9,
  "charge": 0
}



Most favorable structure: run two. The second most favorable one is 164.6 kJ/mol above it.



Run one
{
  "formula": "C2H8IN2",
  "method": "ωB97M-V with the def2-TZVPD basis set",
  "elements": ["I", "N", "N", "C", "C", "H", "H", "H", "H", "H", "H", "H", "H"],
  "xyz": [[0.6366, 2.2091, -0.1362], [-0.2720, -0.5272, -0.0202], [2.2419, -1.0868, 0.7271], [-0.7213, 0.6051, -0.1916], [-2.0680, 1.0320, -0.6318], [2.8445, -0.9711, -0.0056], [-2.8907, 0.2975, -0.6581], [-0.9196, -1.2738, 0.0297], [0.7730, -0.5646, 0.2378], [-2.3813, 1.8696, -0.0679], [2.0758, -2.0100, 0.9481], [-1.9543, 1.1317, -1.7727], [2.6353, -0.7114, 1.5413]],
  "gap_ev": 10.3,
  "charge": 1
}



Run two
{
  "formula": "C2H8IN2",
  "method": "ωB97M-V with the def2-TZVPD basis set",
  "elements": ["I", "N", "N", "C", "C", "H", "H", "H", "H", "H", "H", "H", "H"],
  "xyz": [[-0.2412, 1.5245, -2.0983], [0.0079, -0.1657, 0.2675], [2.1114, -1.6093, -0.4342], [-1.9051, 1.3295, 0.5910], [-0.7902, 0.7886, -0.1256], [1.8933, -2.5140, -0.8394], [1.0166, -0.6570, 0.0453], [-2.1981, 0.9429, 1.5360], [2.7148, -1.5988, 0.3423], [2.5483, -1.2791, -1.2834], [-0.3772, -0.4626, 1.1640], [-2.8491, 1.1865, 0.2094], [-1.9314, 2.5144, 0.6255]],
  "gap_ev": 9.8,
  "charge": 1
}



Most favorable structure: run one. The second most favorable one is 52.3 kJ/mol above it.